This record from OMol25 describes 16 unconnected molecules or ions with the total composition C52H86F30O26S6 in a non-equilibrium geometry. The level of theory is the ωB97M-V functional and the def2-TZVPD basis.

Values from the calculation:
- lowest unoccupied orbital energy (eV) = -0.10
- total charge = 0
- total energy (Eh) = -9374.30481
- HOMO level (Ha) = -0.318

Each atom is followed by the atoms it is bonded to, with distances in Å.
Geometry (Å):
1 C -4.076 8.431 0.956  C2 1.499, H10 1.092, H11 1.098, H12 1.103
2 C -3.822 7.323 1.934  C1 1.499, O3 1.439, H13 1.095, H14 1.088
3 O -4.379 6.125 1.364  C2 1.439, C4 1.348
4 C -4.055 4.975 1.987  O3 1.348, O5 1.176, C6 1.541
5 O -3.317 4.795 2.885  C4 1.176
6 C -4.823 3.851 1.265  C4 1.541, F7 1.320, F8 1.346, F9 1.291
7 F -5.884 3.544 1.986  C6 1.320
8 F -5.169 4.170 0.003  C6 1.346
9 F -4.059 2.817 1.153  C6 1.291
10 H -3.559 8.242 0.012  C1 1.092
11 H -3.735 9.382 1.386  C1 1.098
12 H -5.148 8.542 0.725  C1 1.103
13 H -4.395 7.496 2.851  C2 1.095
14 H -2.765 7.177 2.148  C2 1.088
15 C -1.935 -4.393 -2.551  C16 1.527, H24 1.099, H25 1.096, H26 1.095
16 C -1.232 -4.046 -3.861  C15 1.527, O17 1.394, H27 1.108, H28 1.111
17 O -0.917 -5.120 -4.692  C16 1.394, C18 1.356
18 C -1.911 -5.697 -5.410  O17 1.356, O19 1.188, C20 1.576
19 O -3.051 -5.363 -5.431  C18 1.188
20 C -1.321 -6.926 -6.201  C18 1.576, F21 1.341, F22 1.277, F23 1.335
21 F 0.005 -6.814 -6.371  C20 1.341
22 F -1.702 -8.014 -5.652  C20 1.277
23 F -1.867 -6.862 -7.418  C20 1.335
24 H -1.337 -5.115 -1.976  C15 1.099
25 H -2.969 -4.735 -2.665  C15 1.096
26 H -1.991 -3.468 -1.968  C15 1.095
27 H -0.291 -3.511 -3.619  C16 1.108
28 H -1.768 -3.272 -4.451  C16 1.111
29 C 0.847 -4.018 2.479  C30 1.502, H38 1.106, H39 1.099, H40 1.104
30 C -0.212 -4.796 3.206  C29 1.502, O31 1.442, H41 1.103, H42 1.098
31 O -0.541 -5.988 2.464  C30 1.442, C32 1.367
32 C -1.630 -5.905 1.642  O31 1.367, O33 1.191, C34 1.560
33 O -2.320 -4.943 1.518  C32 1.191
34 C -1.739 -7.283 0.918  C32 1.560, F35 1.326, F36 1.328, F37 1.291
35 F -0.581 -7.651 0.388  C34 1.326
36 F -2.237 -8.204 1.735  C34 1.328
37 F -2.566 -7.086 -0.055  C34 1.291
38 H 0.486 -3.618 1.512  C29 1.106
39 H 1.762 -4.602 2.309  C29 1.099
40 H 1.043 -3.113 3.080  C29 1.104
41 H -1.120 -4.186 3.343  C30 1.103
42 H 0.146 -5.141 4.184  C30 1.098
43 C 5.600 1.466 -5.757  C44 1.548, H52 1.096, H53 1.099, H54 1.092
44 C 5.604 1.893 -4.269  C43 1.548, O45 1.428, H55 1.100, H56 1.093
45 O 4.501 2.791 -4.139  C44 1.428, C46 1.354
46 C 3.904 2.819 -2.925  O45 1.354, O47 1.180, C48 1.561
47 O 4.285 2.365 -1.904  C46 1.180
48 C 2.539 3.576 -2.966  C46 1.561, F49 1.311, F50 1.321, F51 1.351
49 F 2.184 3.790 -4.210  C48 1.311
50 F 1.587 2.823 -2.444  C48 1.321
51 F 2.695 4.785 -2.384  C48 1.351
52 H 4.624 1.084 -6.074  C43 1.096
53 H 6.357 0.683 -5.904  C43 1.099
54 H 5.833 2.319 -6.398  C43 1.092
55 H 6.523 2.416 -3.963  C44 1.100
56 H 5.482 1.054 -3.581  C44 1.093
57 C 3.038 -4.705 -1.311  C58 1.547, H66 1.091, H67 1.097, H68 1.090
58 C 1.791 -5.399 -0.714  C57 1.547, O59 1.416, H69 1.089, H70 1.100
59 O 1.264 -6.282 -1.687  C58 1.416, C60 1.356
60 C 1.704 -7.562 -1.610  O59 1.356, O61 1.173, C62 1.558
61 O 2.521 -7.988 -0.884  C60 1.173
62 C 1.012 -8.308 -2.790  C60 1.558, F63 1.340, F64 1.374, F65 1.275
63 F 1.632 -9.494 -2.863  C62 1.340
64 F -0.300 -8.580 -2.484  C62 1.374
65 F 1.127 -7.730 -3.920  C62 1.275
66 H 2.789 -4.097 -2.182  C57 1.091
67 H 3.871 -5.391 -1.508  C57 1.097
68 H 3.348 -3.984 -0.555  C57 1.090
69 H 1.027 -4.645 -0.532  C58 1.089
70 H 2.029 -5.985 0.185  C58 1.100
71 C -0.794 3.015 4.131  C72 1.516, H80 1.095, H81 1.093, H82 1.093
72 C -2.044 2.290 4.590  C71 1.516, O73 1.413, H83 1.102, H84 1.095
73 O -1.794 0.899 4.582  C72 1.413, C74 1.397
74 C -2.928 0.087 4.647  O73 1.397, O75 1.175, C76 1.583
75 O -4.031 0.449 4.830  C74 1.175
76 C -2.502 -1.411 4.364  C74 1.583, F77 1.354, F78 1.285, F79 1.300
77 F -2.691 -1.623 3.041  C76 1.354
78 F -1.250 -1.611 4.572  C76 1.285
79 F -3.264 -2.175 5.089  C76 1.300
80 H -0.982 4.056 3.846  C71 1.095
81 H -0.446 2.504 3.230  C71 1.093
82 H 0.002 2.916 4.872  C71 1.093
83 H -2.887 2.519 3.919  C72 1.102
84 H -2.305 2.595 5.609  C72 1.095
85 C 4.839 -3.638 3.737  C86 1.473, H94 1.089, H95 1.092, H96 1.084
86 C 5.031 -5.082 3.955  C85 1.473, O87 1.438, H97 1.099, H98 1.090
87 O 6.254 -5.320 4.671  C86 1.438, C88 1.305
88 C 6.645 -6.558 4.808  O87 1.305, O89 1.190, C90 1.544
89 O 6.088 -7.538 4.427  C88 1.190
90 C 7.958 -6.612 5.618  C88 1.544, F91 1.320, F92 1.324, F93 1.372
91 F 8.553 -7.782 5.472  C90 1.320
92 F 8.822 -5.661 5.299  C90 1.324
93 F 7.654 -6.438 6.944  C90 1.372
94 H 4.836 -3.079 4.671  C85 1.089
95 H 3.946 -3.377 3.164  C85 1.092
96 H 5.706 -3.325 3.165  C85 1.084
97 H 5.063 -5.622 2.998  C86 1.099
98 H 4.226 -5.499 4.560  C86 1.090
99 C -0.115 9.775 1.332  C100 1.446, H108 1.089, H109 1.085, H110 1.090
100 C -0.043 8.370 1.667  C99 1.446, O101 1.407, H111 1.088, H112 1.097
101 O -0.459 7.627 0.547  C100 1.407, C102 1.378
102 C -0.710 6.300 0.818  O101 1.378, O103 1.184, C104 1.596
103 O -0.702 5.802 1.893  C102 1.184
104 C -1.022 5.443 -0.492  C102 1.596, F105 1.309, F106 1.314, F107 1.318
105 F -2.246 4.984 -0.431  C104 1.309
106 F -0.855 6.165 -1.576  C104 1.314
107 F -0.125 4.479 -0.538  C104 1.318
108 H -1.126 9.955 0.969  C99 1.089
109 H 0.488 9.932 0.444  C99 1.085
110 H 0.152 10.467 2.131  C99 1.090
111 H -0.645 8.153 2.547  C100 1.088
112 H 0.994 8.066 1.860  C100 1.097
113 C -4.833 -2.651 0.714  C114 1.526, H122 1.090, H123 1.090, H124 1.092
114 C -4.995 -1.161 0.429  C113 1.526, O115 1.445, H125 1.096, H126 1.089
115 O -6.106 -1.098 -0.493  C114 1.445, C116 1.318
116 C -6.522 0.117 -0.791  O115 1.318, O117 1.185, C118 1.530
117 O -5.987 1.130 -0.487  C116 1.185
118 C -7.827 0.180 -1.586  C116 1.530, F119 1.349, F120 1.303, F121 1.333
119 F -8.831 0.504 -0.746  C118 1.349
120 F -7.780 1.054 -2.551  C118 1.303
121 F -8.129 -1.017 -2.091  C118 1.333
122 H -5.741 -3.114 1.099  C113 1.090
123 H -3.990 -2.888 1.363  C113 1.090
124 H -4.691 -3.111 -0.266  C113 1.092
125 H -4.134 -0.660 -0.029  C114 1.096
126 H -5.352 -0.610 1.298  C114 1.089
127 C -1.594 4.031 -5.162  C128 1.477, H136 1.093, H137 1.092, H138 1.097
128 C -1.928 4.385 -3.767  C127 1.477, O129 1.488, H139 1.091, H140 1.102
129 O -3.392 4.257 -3.534  C128 1.488, C130 1.379
130 C -4.084 5.445 -3.416  O129 1.379, O131 1.176, C132 1.560
131 O -3.646 6.525 -3.571  C130 1.176
132 C -5.586 5.240 -3.050  C130 1.560, F133 1.311, F134 1.338, F135 1.308
133 F -5.861 6.012 -2.027  C132 1.311
134 F -6.277 5.568 -4.149  C132 1.338
135 F -5.832 4.015 -2.663  C132 1.308
136 H -0.537 3.753 -5.188  C127 1.093
137 H -1.691 4.918 -5.792  C127 1.092
138 H -2.160 3.184 -5.568  C127 1.097
139 H -1.535 5.373 -3.522  C128 1.091
140 H -1.532 3.644 -3.054  C128 1.102
141 C 4.551 -0.078 0.324  S142 1.747, H145 1.093, H146 1.098, H147 1.092
142 S 5.011 -0.290 1.996  C141 1.747, O143 1.528, C144 1.756
143 O 5.752 0.996 2.357  S142 1.528
144 C 3.426 -0.104 2.727  S142 1.756, H148 1.094, H149 1.094, H150 1.094
145 H 3.895 -0.920 0.088  C141 1.093
146 H 5.454 -0.184 -0.293  C141 1.098
147 H 4.055 0.884 0.181  C141 1.092
148 H 2.791 -0.946 2.438  C144 1.094
149 H 2.998 0.829 2.351  C144 1.094
150 H 3.541 -0.126 3.815  C144 1.094
151 C 1.221 -2.204 7.491  S152 1.786, H155 1.079, H156 1.094, H157 1.094
152 S 2.146 -0.688 7.304  C151 1.786, O153 1.505, C154 1.779
153 O 3.460 -1.057 6.670  S152 1.505
154 C 1.154 0.093 6.050  S152 1.779, H158 1.100, H159 1.098, H160 1.092
155 H 1.615 -2.814 8.289  C151 1.079
156 H 1.176 -2.760 6.551  C151 1.094
157 H 0.223 -1.870 7.787  C151 1.094
158 H 0.187 0.289 6.535  C154 1.100
159 H 1.024 -0.555 5.173  C154 1.098
160 H 1.566 1.080 5.823  C154 1.092
161 C -3.279 0.564 -2.820  S162 1.759, H165 1.092, H166 1.089, H167 1.094
162 S -2.321 -0.202 -4.081  C161 1.759, O163 1.491, C164 1.758
163 O -1.272 -1.006 -3.389  S162 1.491
164 C -3.550 -1.305 -4.684  S162 1.758, H168 1.087, H169 1.087, H170 1.106
165 H -4.232 0.919 -3.217  C161 1.092
166 H -2.673 1.401 -2.477  C161 1.089
167 H -3.451 -0.168 -2.026  C161 1.094
168 H -3.910 -2.023 -3.951  C164 1.087
169 H -3.127 -1.824 -5.541  C164 1.087
170 H -4.393 -0.694 -5.059  C164 1.106
171 C 1.495 -0.538 -4.735  S172 1.725, H175 1.094, H176 1.089, H177 1.094
172 S 2.920 -0.493 -3.764  C171 1.725, O173 1.525, C174 1.734
173 O 2.612 -1.163 -2.429  S172 1.525
174 C 3.871 -1.648 -4.641  S172 1.734, H178 1.085, H179 1.093, H180 1.087
175 H 1.030 -1.527 -4.683  C171 1.094
176 H 1.770 -0.225 -5.742  C171 1.089
177 H 0.815 0.205 -4.308  C171 1.094
178 H 4.838 -1.727 -4.155  C174 1.085
179 H 4.003 -1.185 -5.622  C174 1.093
180 H 3.394 -2.620 -4.732  C174 1.087
181 C 4.732 5.098 0.835  S182 1.748, H185 1.103, H186 1.097, H187 1.079
182 S 3.042 5.412 1.154  C181 1.748, O183 1.541, C184 1.738
183 O 2.348 6.020 -0.079  S182 1.541
184 C 2.496 3.773 1.340  S182 1.738, H188 1.098, H189 1.083, H190 1.096
185 H 4.892 4.266 0.129  C181 1.103
186 H 5.155 4.776 1.795  C181 1.097
187 H 5.212 6.001 0.490  C181 1.079
188 H 1.444 3.816 1.652  C184 1.098
189 H 3.123 3.328 2.103  C184 1.083
190 H 2.567 3.226 0.392  C184 1.096
191 C -1.084 1.319 0.541  S192 1.761, H195 1.092, H196 1.088, H197 1.102
192 S 0.427 0.475 0.864  C191 1.761, O193 1.518, C194 1.749
193 O 0.321 -0.065 2.279  S192 1.518
194 C 0.163 -0.894 -0.192  S192 1.749, H198 1.094, H199 1.098, H200 1.095
195 H -1.092 2.336 0.940  C191 1.092
196 H -1.868 0.753 1.039  C191 1.088
197 H -1.236 1.375 -0.549  C191 1.102
198 H 0.201 -0.639 -1.255  C194 1.094
199 H -0.776 -1.378 0.107  C194 1.098
200 H 0.991 -1.551 0.091  C194 1.095